[1]
24
Properties=species:S:1:pos:R:3:forces:R:3 method="wB97M-V/def2-TZVPD" orbital_gap_ev=9.9 max_force_ha_per_bohr=0.0565 e_above_lowest_kcal_mol=29.5 lumo_energy_ev=0.8161 total_energy_ev=-11039.39656
C 0.176 1.443 0.626 -2.2 -0.3 0.0
C 1.392 -1.679 1.548 -0.1 0.1 0.2
C 0.619 2.074 -0.682 0.0 -0.1 -0.4
C 1.157 -1.083 0.178 0.9 -1.2 -1.7
O 2.103 -0.894 -0.588 -1.5 0.1 1.4
H -0.392 2.195 1.191 -0.1 0.0 -0.1
H 1.045 1.294 1.274 -0.2 -0.8 -0.1
H 2.119 -2.492 1.459 0.1 0.3 0.0
H 0.487 -2.107 1.984 0.0 0.2 -0.1
H 1.774 -0.907 2.218 0.1 -0.1 0.0
H 1.243 1.393 -1.267 0.0 0.1 0.1
H 1.200 2.982 -0.489 -0.1 -0.1 0.0
H -0.231 2.356 -1.309 0.0 0.0 0.1
C -0.457 -0.901 -1.807 -0.3 0.2 -0.4
N -2.195 0.625 0.037 -0.1 0.5 -0.9
C -0.921 0.173 0.513 2.1 1.6 1.1
C -0.319 -0.984 -0.284 0.6 0.0 -0.2
H -2.846 -0.132 -0.161 0.1 0.4 0.3
H -2.589 1.361 0.616 -0.1 -0.5 -0.2
H -1.038 -0.128 1.559 0.4 -0.3 0.1
H -0.808 -1.914 0.035 0.2 0.1 0.1
H -1.220 -1.609 -2.151 0.0 0.2 0.1
H -0.756 0.091 -2.155 0.0 -0.1 0.2
H 0.458 -1.156 -2.345 0.1 0.0 0.3

=====

[2]
99
Properties=species:S:1:pos:R:3:forces:R:3 method="wB97M-V/def2-TZVPD" orbital_gap_ev=8.7 max_force_ha_per_bohr=0.0193 lumo_energy_ev=-0.5865 total_energy_ev=-95615.52889
C 2.246 0.390 0.765 -0.6 0.4 -0.5
C 1.762 1.661 0.068 0.3 -0.9 -0.3
Cl 1.076 2.752 1.289 0.1 0.4 -0.1
C 0.770 1.236 -1.032 -0.5 0.3 0.2
Cl 0.983 2.200 -2.538 0.2 0.0 0.2
C -0.684 1.248 -0.653 -0.1 -0.5 0.1
C -1.430 2.455 -0.595 -0.1 0.6 -0.1
C -2.744 2.488 -0.277 -0.3 -0.1 0.0
C -3.397 1.264 0.018 -0.2 0.1 0.0
N -4.684 1.073 0.342 -0.1 0.4 0.0
S -4.876 -0.492 0.547 0.0 -0.4 0.0
N -3.394 -1.034 0.254 -0.2 0.1 0.1
C -2.668 0.055 -0.031 0.5 -0.4 -0.1
C -1.293 0.062 -0.384 0.1 -0.1 0.1
H 2.798 -0.185 0.026 0.3 -0.1 0.2
H 2.845 0.652 1.627 0.2 -0.2 0.1
H 1.359 -0.186 1.025 0.1 -0.2 0.4
H 2.608 2.121 -0.427 0.0 0.5 0.2
H 1.013 0.215 -1.292 0.2 -0.1 -0.3
H -0.940 3.391 -0.821 0.1 0.0 -0.1
H -3.312 3.405 -0.253 0.0 0.2 0.0
H -0.751 -0.871 -0.431 0.0 -0.2 0.0
N -1.557 5.027 4.908 -0.1 0.0 0.0
C -1.211 4.285 3.858 0.1 0.0 0.1
C -2.113 3.814 2.916 0.0 0.0 0.0
C -3.453 4.131 3.074 0.0 0.0 0.0
C -3.832 4.902 4.161 0.0 0.0 0.0
C -2.849 5.323 5.043 0.1 0.0 0.1
H -0.154 4.056 3.776 0.0 0.0 0.0
H -1.774 3.215 2.083 0.0 0.0 0.0
H -4.191 3.780 2.363 0.0 0.0 0.0
H -4.867 5.170 4.324 0.0 0.0 0.0
H -3.102 5.929 5.906 0.0 0.0 0.0
N -1.360 -0.356 -5.723 0.1 -0.1 0.0
C -1.177 -1.497 -6.385 -0.1 0.0 0.0
C -0.024 -2.262 -6.297 0.0 0.0 0.0
C 1.000 -1.811 -5.482 0.1 -0.1 0.0
C 0.831 -0.625 -4.787 0.0 0.0 0.0
C -0.365 0.060 -4.938 -0.2 0.0 -0.1
H -2.003 -1.810 -7.014 0.0 0.0 0.0
H 0.067 -3.185 -6.854 0.0 0.0 0.0
H 1.919 -2.376 -5.386 0.0 0.0 0.0
H 1.606 -0.237 -4.140 0.0 0.0 0.0
H -0.545 0.986 -4.411 0.0 0.0 0.0
N 2.957 4.307 -5.601 0.0 0.1 0.0
C 2.103 4.820 -4.717 0.0 -0.1 0.0
C 1.847 6.177 -4.591 0.0 0.0 0.0
C 2.516 7.052 -5.430 0.0 0.1 0.0
C 3.409 6.537 -6.356 0.0 0.0 0.0
C 3.591 5.163 -6.400 0.0 -0.1 0.0
H 1.603 4.101 -4.078 0.0 0.1 0.0
H 1.140 6.536 -3.855 0.0 0.0 0.0
H 2.345 8.119 -5.364 0.0 0.0 0.0
H 3.954 7.184 -7.029 0.0 0.0 0.0
H 4.278 4.718 -7.111 0.0 0.0 0.0
N 0.599 -3.385 0.553 0.1 0.1 0.3
C 1.895 -3.551 0.821 -0.1 0.1 -0.2
C 2.379 -3.997 2.038 0.0 0.0 0.1
C 1.468 -4.291 3.040 0.0 0.0 0.0
C 0.117 -4.127 2.781 0.1 0.0 0.0
C -0.265 -3.673 1.527 -0.1 0.1 -0.1
H 2.573 -3.303 0.011 0.1 0.0 0.1
H 3.444 -4.106 2.196 0.0 0.0 0.0
H 1.806 -4.639 4.008 0.0 0.0 0.0
H -0.628 -4.344 3.534 0.0 0.0 0.0
H -1.312 -3.530 1.281 0.0 0.0 0.0
N -0.774 -5.913 -2.637 0.1 0.0 -0.1
C -0.580 -6.350 -3.881 -0.1 0.0 0.1
C 0.589 -6.142 -4.598 0.0 0.0 0.0
C 1.615 -5.441 -3.986 0.1 0.0 -0.1
C 1.431 -4.977 -2.695 0.0 0.0 0.0
C 0.223 -5.237 -2.064 -0.2 -0.2 0.0
H -1.410 -6.892 -4.321 0.0 0.0 0.0
H 0.689 -6.519 -5.606 0.0 0.0 0.0
H 2.544 -5.255 -4.511 0.0 0.0 0.0
H 2.207 -4.422 -2.185 0.0 0.0 0.0
H 0.042 -4.890 -1.056 0.0 0.0 -0.1
N -7.600 1.288 4.560 0.0 -0.1 0.0
C -7.950 0.709 5.706 0.0 0.1 0.0
C -7.263 -0.354 6.273 0.0 0.0 0.0
C -6.149 -0.844 5.610 0.0 0.0 0.0
C -5.770 -0.253 4.416 0.0 0.0 0.0
C -6.527 0.806 3.937 0.0 0.1 -0.1
H -8.829 1.121 6.191 0.0 0.0 0.0
H -7.592 -0.784 7.208 0.0 0.0 0.0
H -5.585 -1.673 6.019 0.0 0.0 0.0
H -4.908 -0.606 3.866 0.0 0.0 0.0
H -6.265 1.299 3.006 0.1 0.0 0.0
N 5.651 -1.405 2.323 0.0 0.0 0.1
C 6.951 -1.547 2.575 0.0 0.0 -0.1
C 7.456 -1.971 3.795 0.0 0.0 0.0
C 6.562 -2.261 4.812 0.0 0.0 0.0
C 5.206 -2.118 4.569 0.0 0.0 0.0
C 4.806 -1.689 3.312 -0.1 0.1 -0.1
H 7.617 -1.307 1.753 0.0 0.0 0.0
H 8.523 -2.070 3.942 0.0 0.0 0.0
H 6.916 -2.594 5.779 0.0 0.0 0.0
H 4.472 -2.332 5.334 0.0 0.0 0.0
H 3.754 -1.565 3.076 0.0 0.0 0.1

=====

[3]
47
Properties=species:S:1:pos:R:3:forces:R:3 method="wB97M-V/def2-TZVPD" orbital_gap_ev=7.2 max_force_ha_per_bohr=0.2982 e_above_lowest_kcal_mol=409.9 lumo_energy_ev=-0.7521 total_energy_ev=-51274.68167
C -8.490 -1.020 0.481 4.8 -1.1 -3.4
H -8.391 -1.398 -0.638 -0.7 0.8 2.1
O -7.576 0.218 0.505 -6.7 -3.2 1.5
C -6.359 0.005 0.230 3.0 -0.9 -2.3
C -5.733 -1.297 -0.315 -3.2 8.9 3.6
C -4.459 -1.175 -0.363 4.8 -3.6 -1.6
C -3.741 -0.043 -0.094 2.9 6.0 -2.5
C -4.347 1.260 0.039 -1.0 0.9 2.8
C -5.728 1.241 0.319 4.7 -2.9 -1.5
H -6.157 2.057 0.730 -1.9 2.4 0.9
H -3.843 2.362 0.310 -0.8 -3.5 -1.2
C -2.351 0.129 -0.643 -1.0 -7.8 1.2
C -1.273 0.807 -0.577 -0.2 7.6 2.0
C 0.117 0.771 -0.772 -2.1 -13.5 -5.4
O 0.516 -0.395 -1.330 -0.3 5.2 2.5
N 0.817 1.778 -0.540 10.9 -5.6 -3.1
C 0.330 2.774 -0.146 -4.9 13.8 4.4
S 1.007 4.306 0.146 0.2 -0.8 0.0
S -1.320 2.772 -0.034 -2.7 -2.1 0.0
C 2.287 1.712 -0.643 -1.3 -1.2 -3.9
H 2.481 1.021 -1.711 -0.3 2.0 3.4
H 2.644 2.750 -0.725 -0.2 -0.3 -0.3
C 2.793 1.107 0.595 -1.8 -1.5 1.7
O 1.961 0.858 1.631 4.9 1.1 -4.9
N 4.091 0.808 0.343 -3.0 -5.6 12.4
C 5.121 0.725 -0.515 -2.8 1.7 -3.1
H 6.008 0.834 -0.085 3.7 2.0 2.1
C 5.213 -0.539 -1.174 -1.3 -6.1 0.5
N 4.887 -1.806 -0.066 3.4 1.2 -5.0
C 3.679 -2.408 -0.150 -3.8 5.2 -6.6
H 3.506 -2.692 -1.260 0.1 0.0 1.6
H 3.579 -3.198 0.385 -0.6 -5.1 3.7
H 2.849 -1.638 0.001 0.2 -1.2 0.3
C 5.362 -1.489 1.123 2.0 4.0 6.5
C 4.528 -0.241 1.700 8.4 6.0 -3.2
H 5.212 0.639 2.409 -2.2 -3.1 -1.9
H 3.706 -0.511 2.068 -6.6 -1.7 3.3
H 5.295 -2.193 2.087 0.3 0.6 -2.5
H 6.424 -1.046 1.097 -1.0 -1.3 -0.1
H 4.342 -0.692 -1.859 1.4 -0.1 -0.1
H 6.264 -0.880 -1.402 -1.4 0.8 -0.7
H 4.599 1.515 -1.005 2.3 1.5 -3.3
H -1.965 -0.972 -0.842 -0.6 1.8 -0.3
H -3.957 -2.132 -0.711 0.2 1.5 0.5
H -6.401 -1.984 -0.367 -3.2 -5.1 -0.8
H -8.060 -1.884 1.057 -0.3 1.2 0.0
H -9.465 -0.816 0.712 -2.1 1.1 0.8

=====

[4]
16
Properties=species:S:1:pos:R:3:forces:R:3 method="wB97M-V/def2-TZVPD" orbital_gap_ev=9.3 max_force_ha_per_bohr=0.1301 e_above_lowest_kcal_mol=180.6 lumo_energy_ev=0.3609 total_energy_ev=-10438.89312
C 0.297 1.744 -0.169 -1.3 2.3 -4.3
C 0.157 0.227 -0.555 0.4 3.6 3.4
C 0.147 -0.495 -1.645 -0.3 -5.0 -0.7
C -0.192 -1.959 -0.865 2.4 -1.7 -1.9
C -0.750 -1.797 0.360 0.6 -2.8 -0.4
C -0.495 -0.397 0.806 2.4 -2.9 -2.8
H 1.962 1.584 0.832 -4.7 1.9 2.1
H 0.682 2.460 -1.134 -0.1 -2.0 2.7
H -0.732 2.190 -0.089 1.0 -0.7 -0.2
H 0.323 -0.544 -2.852 -0.4 0.8 3.6
H 0.493 -3.040 -1.225 -2.8 3.3 0.9
H -0.723 -2.683 1.159 -0.6 2.0 -2.0
H 0.215 -0.991 1.609 -0.8 3.2 -0.8
H -0.799 1.185 1.627 -3.2 -1.8 -1.9
O 0.878 1.992 1.110 5.6 -2.4 -2.7
O -1.463 0.527 1.029 1.6 2.1 5.2

=====

[5]
25
Properties=species:S:1:pos:R:3:forces:R:3 method="wB97M-V/def2-TZVPD" charge=+1 orbital_gap_ev=9.1 max_force_ha_per_bohr=0.1043 e_above_lowest_kcal_mol=108.0 lumo_energy_ev=-4.3250 total_energy_ev=-16034.96051
C 2.884 -0.142 0.081 1.7 2.2 -0.8
C 2.429 -1.431 -0.009 1.6 -1.9 -0.8
C 1.992 0.921 0.199 -0.1 2.4 -0.5
C 1.050 -1.696 0.026 0.3 0.4 -0.8
C 0.609 0.741 0.260 0.0 -1.9 0.0
C 0.187 -0.589 0.140 -1.6 -1.2 0.3
C -0.449 1.782 0.478 1.3 0.0 1.7
C -1.334 -0.873 0.093 2.6 -0.2 -4.7
C -0.538 2.816 -0.606 2.6 -1.1 -1.0
N -1.761 1.335 0.775 -1.5 -1.0 -1.1
N -2.186 0.194 0.553 -0.8 -0.9 0.7
N -1.698 -2.175 0.741 -0.8 0.3 -1.4
O -1.670 -1.326 -1.527 -0.8 2.4 3.3
H 4.005 0.121 -0.139 -2.3 -0.7 0.8
H 3.316 -2.139 -0.278 -2.4 0.6 0.7
H 2.308 2.010 0.086 0.1 -1.7 0.5
H 0.620 -2.679 -0.282 0.7 0.7 0.4
H -0.324 2.237 1.466 0.9 0.5 0.0
H -0.927 2.196 -1.439 1.0 0.8 -0.4
H 0.515 3.332 -0.697 -2.3 -1.0 -0.4
H -1.304 3.478 -0.428 -1.4 1.9 0.7
H -2.598 -1.878 1.236 1.4 -1.4 0.3
H -0.830 -2.613 1.092 -0.6 0.7 1.7
H -1.874 -2.904 0.006 -0.8 1.2 0.1
H -2.421 -0.718 -1.830 1.4 -1.1 0.6

=====

[6]
17
Properties=species:S:1:pos:R:3:forces:R:3 method="wB97M-V/def2-TZVPD" orbital_gap_ev=8.2 max_force_ha_per_bohr=0.0874 e_above_lowest_kcal_mol=42.4 lumo_energy_ev=-0.9873 total_energy_ev=-92896.90164
C 0.603 -1.566 -1.246 -0.3 -0.4 0.1
C -0.166 -0.348 1.754 -1.8 -1.2 -2.1
C 1.287 -0.122 1.732 -0.8 0.5 2.7
C -1.059 -0.196 0.682 0.6 0.6 3.6
C 1.935 0.229 0.663 -0.9 -0.4 -4.4
C 0.561 -0.107 -1.130 1.6 0.0 2.5
C -0.731 0.416 -0.607 -1.9 0.4 -0.4
N 0.516 -2.725 -1.194 0.3 1.5 -0.2
N -1.868 0.476 -1.483 2.3 -0.9 2.0
Cl 3.460 0.673 0.028 -1.1 -0.4 1.0
Br -0.075 2.612 -0.188 -0.4 -0.9 -0.2
H -0.519 -0.849 2.690 0.1 0.7 -1.0
H 1.633 -0.099 2.817 0.5 0.0 -1.7
H -2.139 -0.380 0.884 1.0 0.0 -0.2
H 0.973 0.576 -1.843 0.7 -0.3 -0.6
H -2.750 0.799 -1.124 0.1 0.1 0.0
H -1.662 0.611 -2.435 0.0 0.5 -1.0